Entry 1:
Computed, not measured: 2 unconnected molecules or ions with the total composition C5H11N at a distorted geometry, with ωB97M-V/def2-TZVPD.

Structure (ORCA input):
```
! wB97M-V def2-TZVPD RIJCOSX def2/J DEFGRID3
* xyz 0 1
C -2.03 -2.55 0.18
C -1.35 -1.62 1.06
C -1.62 -0.32 1.34
H -1.74 -3.60 0.17
H -3.14 -2.56 0.06
H -1.65 -2.45 -0.86
H -0.29 -1.89 1.23
H -1.09 0.14 2.18
H -2.55 0.11 0.98
C 0.68 2.34 -0.73
C 1.96 1.90 -0.78
N 2.37 0.55 -0.76
H -0.07 1.59 -0.61
H 0.56 3.42 -0.76
H 2.80 2.55 -1.01
H 1.55 -0.06 -1.08
H 3.13 0.39 -1.42
*
```

* HOMO-LUMO gap: 0.3465 Eh
* SMILES: C=CC.C=CN
* strongest force on any atom: 3.5 eV/Å
* energy relative to the best compared isomer or geometry (same formula, charge and spin): 55.1 kcal/mol

Entry 2:
Computed, not measured: a gas-phase ion, C9H8N3 (charge +1) at a distorted geometry, with ωB97M-V/def2-TZVPD.

Structure (ORCA input):
```
! wB97M-V def2-TZVPD RIJCOSX def2/J DEFGRID3
* xyz 1 1
C -2.49 1.25 -0.70
C -3.36 0.48 -0.01
C -2.61 -0.68 0.40
C -0.27 -1.80 0.47
C 0.93 -1.40 -0.05
C -1.25 -0.84 0.18
C -0.60 0.21 -0.64
C 2.45 1.13 0.29
C 1.89 0.68 -1.04
N -1.32 1.23 -1.08
N 1.97 0.66 1.33
N 0.87 -0.30 -0.80
H -4.15 0.76 0.53
H -3.08 -1.57 0.84
H -0.39 -2.81 0.96
H 1.90 -1.81 0.19
H 3.17 1.98 0.27
H 1.46 1.50 -1.62
H 2.61 0.17 -1.74
H 2.28 1.18 2.20
*
```

* HOMO-LUMO gap: 0.2242 Eh
* SMILES: [H]/N=C/Cn1ccc2ccc#[n+]c21
* strongest force on any atom: 6.6 eV/Å
* energy relative to the best compared isomer or geometry (same formula, charge and spin): 95.3 kcal/mol

Entry 3:
Computed, not measured: a molecular structure, C22H21I2N3O5Zr, with ωB97M-V/def2-TZVPD.

Structure (ORCA input):
```
! wB97M-V def2-TZVPD RIJCOSX def2/J DEFGRID3
* xyz 2 1
Zr 0.20 0.41 -0.06
O 3.58 -0.55 2.25
C 3.26 -1.86 2.57
C 4.28 -2.64 3.06
C 4.04 -3.98 3.36
C 2.77 -4.52 3.17
C 1.75 -3.73 2.66
C 1.98 -2.39 2.34
C 0.90 -1.59 1.75
O 1.05 -0.24 1.66
N -0.15 -2.17 1.28
N -1.00 -1.21 0.70
C -2.24 -1.52 0.57
C -3.23 -0.60 0.07
C -4.58 -0.98 0.08
C -5.57 -0.08 -0.27
C -5.21 1.23 -0.62
C -3.88 1.62 -0.64
C -2.90 0.71 -0.31
O -1.60 1.06 -0.36
H 2.90 0.03 2.62
H 5.25 -2.20 3.21
H 4.84 -4.59 3.75
H 2.58 -5.55 3.41
H 0.77 -4.15 2.50
H -2.55 -2.50 0.92
H -4.84 -1.99 0.38
H -6.61 -0.37 -0.25
H -5.98 1.94 -0.88
H -3.60 2.63 -0.92
C 0.22 3.90 -0.94
C -0.89 4.19 -0.15
C -0.98 3.70 1.15
C 0.06 2.95 1.67
C 1.21 2.70 0.90
C 1.27 3.16 -0.42
H 0.28 4.29 -1.95
H -1.69 4.80 -0.55
H -1.84 3.93 1.76
H 0.04 2.63 2.70
H 2.09 2.29 1.37
H 2.18 3.03 -0.99
N 0.58 0.29 -4.92
C 0.34 -0.86 -3.97
C 0.38 -0.33 -2.57
O 0.37 0.91 -2.36
O 0.42 -1.15 -1.61
H 1.57 0.33 -5.19
H 0.38 1.16 -4.41
H 0.01 0.24 -5.76
H 1.11 -1.62 -4.12
H -0.64 -1.29 -4.19
I 3.40 0.00 -0.45
I 3.90 0.53 -3.04
*
```

* HOMO-LUMO gap: 0.2417 Eh
* strongest force on any atom: 1.0 eV/Å
* energy relative to the best compared isomer or geometry (same formula, charge and spin): 7.1 kcal/mol

Entry 4:
Computed, not measured: a molecular structure, C13H19O9P2Pd, with ωB97M-V/def2-TZVPD.

Structure (ORCA input):
```
! wB97M-V def2-TZVPD RIJCOSX def2/J DEFGRID3
* xyz 1 1
Pd 2.03 2.29 0.71
O 2.19 -0.55 3.67
P 2.53 0.50 2.55
O 3.16 1.77 2.99
O 1.23 0.82 1.75
O 3.44 -0.36 1.55
P 3.79 -0.08 -0.02
O 5.10 0.81 0.06
O 3.92 -1.34 -0.74
O 2.70 0.90 -0.55
H 2.60 -1.41 3.56
H 5.92 0.29 0.03
O 3.44 4.36 -1.06
C 2.91 3.63 -0.39
C -2.23 1.68 1.74
C -3.04 1.50 0.44
C -2.75 2.62 -0.58
C -2.83 0.14 -0.14
C -3.84 -0.76 -0.28
C -3.58 -2.04 -0.81
C -2.33 -2.51 -1.20
C -1.23 -1.70 -1.12
C 0.14 -2.19 -1.41
C 0.87 -2.30 -0.05
C 0.95 -1.35 -2.41
C -1.46 -0.27 -0.62
O -0.56 0.52 -0.66
H -2.47 2.66 2.16
H -1.16 1.63 1.55
H -2.49 0.92 2.47
H -4.10 1.55 0.70
H -1.69 2.68 -0.81
H -3.07 3.57 -0.15
H -3.31 2.47 -1.50
H -4.84 -0.51 0.03
H -4.42 -2.72 -0.90
H -2.22 -3.52 -1.57
H 0.02 -3.20 -1.81
H 0.95 -1.33 0.43
H 1.88 -2.66 -0.25
H 0.36 -3.00 0.62
H 1.23 -0.39 -2.00
H 0.40 -1.22 -3.34
H 1.87 -1.90 -2.63
*
```

* HOMO-LUMO gap (alpha / beta): 0.2204 / 0.2204 Eh
* strongest force on any atom: 0.2 eV/Å
* energy relative to the best compared isomer or geometry (same formula, charge and spin): 0.6 kcal/mol

Q: Which formula does entry 1 have?
A: C5H11N

Repeat the second record exactly.
Computed, not measured: a gas-phase ion, C9H8N3 (charge +1) at a distorted geometry, with ωB97M-V/def2-TZVPD.

Structure (ORCA input):
```
! wB97M-V def2-TZVPD RIJCOSX def2/J DEFGRID3
* xyz 1 1
C -2.49 1.25 -0.70
C -3.36 0.48 -0.01
C -2.61 -0.68 0.40
C -0.27 -1.80 0.47
C 0.93 -1.40 -0.05
C -1.25 -0.84 0.18
C -0.60 0.21 -0.64
C 2.45 1.13 0.29
C 1.89 0.68 -1.04
N -1.32 1.23 -1.08
N 1.97 0.66 1.33
N 0.87 -0.30 -0.80
H -4.15 0.76 0.53
H -3.08 -1.57 0.84
H -0.39 -2.81 0.96
H 1.90 -1.81 0.19
H 3.17 1.98 0.27
H 1.46 1.50 -1.62
H 2.61 0.17 -1.74
H 2.28 1.18 2.20
*
```

* HOMO-LUMO gap: 0.2242 Eh
* SMILES: [H]/N=C/Cn1ccc2ccc#[n+]c21
* strongest force on any atom: 6.6 eV/Å
* energy relative to the best compared isomer or geometry (same formula, charge and spin): 95.3 kcal/mol